This record from the OMol25 dataset describes a cluster of 2 separate species, C3H5NO3 in total. The level of theory is ωB97M-V/def2-TZVPD.

Each line ends with the Mulliken charge.
CARTESIAN COORDINATES (ANGSTROEM)
C: 1.664 -0.774 0.124  -1.01
C: -1.047 -0.934 -0.370  0.69
C: 0.399 0.034 0.149  0.68
O: -1.449 1.909 0.483  -0.61
O: -1.976 -0.192 -0.691  -0.65
N: 0.388 1.206 0.468  -0.38
O: -0.806 -2.102 -0.307  -0.49
H: -1.167 2.666 -0.047  0.36
H: -1.846 1.166 -0.123  0.49
H: 1.502 -1.641 0.764  0.29
H: 2.530 -0.197 0.442  0.34
H: 1.808 -1.141 -0.893  0.29

The HOMO-LUMO gap (spin up / spin down) comes out at 8.78 / 8.78 eV. The calculation puts the highest occupied orbital energy (spin up / spin down) at -10.259 / -10.258 eV. The value obtained for the LUMO energy (spin up / spin down) is -1.48 / -1.48 eV.

***

This record from the OMol25 dataset describes a structure of composition C35H53CuN4OP2. The level of theory is ωB97M-V/def2-TZVPD.

Each line ends with the Löwdin spin population.
CARTESIAN COORDINATES (ANGSTROEM)
C: -1.284 -1.438 -1.847  0.01
C: 0.728 -2.497 -1.052  0.01
C: -1.540 -2.463 -2.751  0.01
C: 0.433 -3.607 -1.925  0.01
C: -0.662 -3.582 -2.760  0.00
H: -2.413 -2.414 -3.407  0.00
H: 1.125 -4.453 -1.930  0.00
H: -0.856 -4.423 -3.435  0.00
N: -0.214 -1.454 -0.995  0.11
P: -2.330 0.198 0.085  0.08
P: 2.361 -0.828 0.356  0.15
C: -2.232 -0.261 -1.723  0.01
H: -1.818 0.622 -2.240  0.00
H: -3.207 -0.490 -2.182  0.00
C: 0.441 1.654 1.654  0.02
O: 0.673 2.606 2.305  0.00
C: 1.912 -2.415 -0.309  0.03
H: 2.651 -3.213 -0.436  0.01
C: 3.507 0.006 -0.971  0.03
C: 3.417 -1.137 1.920  0.02
C: -3.235 1.879 0.200  0.01
C: -3.437 -1.216 0.782  0.01
C: 3.581 1.526 -0.714  0.00
H: 4.246 1.759 0.133  0.00
H: 3.985 2.038 -1.608  0.00
H: 2.592 1.952 -0.485  0.00
C: 4.935 -0.564 -1.061  0.01
H: 5.547 -0.326 -0.176  0.00
H: 4.926 -1.659 -1.205  0.00
H: 5.441 -0.119 -1.940  0.00
C: 2.827 -0.300 -2.328  0.00
H: 3.234 0.378 -3.102  0.00
H: 3.025 -1.340 -2.633  0.00
H: 1.736 -0.179 -2.294  0.00
C: 4.135 0.159 2.341  0.00
H: 3.424 1.000 2.423  0.00
H: 4.599 0.010 3.334  0.00
H: 4.937 0.445 1.642  0.00
C: 2.476 -1.557 3.061  0.00
H: 1.847 -0.718 3.393  0.00
H: 1.826 -2.395 2.761  0.00
H: 3.087 -1.885 3.924  0.00
C: 4.420 -2.290 1.706  0.01
H: 5.146 -2.095 0.906  0.00
H: 4.986 -2.445 2.644  0.00
H: 3.889 -3.230 1.478  0.00
C: -3.849 -0.879 2.230  0.00
H: -4.336 -1.766 2.676  0.00
H: -2.982 -0.623 2.859  0.00
H: -4.575 -0.051 2.267  0.00
C: -2.639 -2.544 0.769  0.00
H: -2.477 -2.908 -0.257  0.00
H: -1.663 -2.471 1.264  0.00
H: -3.240 -3.300 1.307  0.00
C: -4.701 -1.465 -0.070  0.01
H: -5.259 -2.305 0.384  0.00
H: -5.380 -0.602 -0.113  0.00
H: -4.445 -1.769 -1.099  0.00
C: -2.455 2.873 -0.686  0.00
H: -2.477 2.600 -1.755  0.00
H: -2.922 3.870 -0.586  0.00
H: -1.407 2.951 -0.357  0.00
C: -3.126 2.383 1.656  0.00
H: -2.076 2.391 1.992  0.00
H: -3.512 3.418 1.705  0.00
H: -3.711 1.773 2.359  0.00
C: -4.706 1.855 -0.252  0.00
H: -4.825 1.430 -1.263  0.00
H: -5.344 1.290 0.446  0.00
H: -5.088 2.893 -0.279  0.00
Cu: 0.088 0.136 0.522  0.46
N: 0.344 1.344 -1.148  0.00
C: 0.457 2.005 -2.114  0.00
C: 0.615 2.755 -3.307  0.00
C: 0.423 4.159 -3.310  0.00
C: 0.970 2.086 -4.507  0.00
C: 0.586 4.875 -4.499  0.00
H: 0.152 4.668 -2.381  0.00
C: 1.127 2.820 -5.685  0.00
H: 1.122 1.003 -4.494  0.00
C: 0.936 4.211 -5.686  0.00
H: 0.439 5.960 -4.499  0.00
H: 1.402 2.303 -6.610  0.00
H: 1.063 4.780 -6.613  0.00
C: -0.746 0.907 4.217  0.00
C: -0.618 -0.505 3.752  0.00
N: -0.295 -1.020 2.494  0.00
C: -0.276 -2.366 2.798  0.00
C: -0.595 -2.623 4.095  0.00
N: -0.809 -1.462 4.686  0.00
H: -1.051 0.936 5.284  0.00
H: 0.238 1.400 4.207  0.00
H: -1.534 1.430 3.683  0.00
H: -0.013 -3.167 2.105  0.00
H: -0.647 -3.589 4.578  0.00
H: -1.054 -1.331 5.693  0.00

The HOMO-LUMO gap (spin up / spin down) comes out at 6.34 / 5.01 eV. The calculation puts the highest occupied orbital energy (spin up / spin down) at -8.864 / -8.762 eV. Its net charge is +1. The value obtained for the LUMO energy (spin up / spin down) is -2.52 / -3.75 eV. The multiplicity is 2. Its expectation value of S² is 0.76.

***

This record from the OMol25 dataset describes a structure of composition C30H50BrCuN3OP2. The level of theory is ωB97M-V/def2-TZVPD.

Each line ends with the Löwdin spin population.
CARTESIAN COORDINATES (ANGSTROEM)
C: -0.671 4.569 -3.528  0.00
C: -1.065 3.385 -4.186  0.00
C: -1.130 3.401 -5.594  0.00
C: -0.934 4.615 -6.260  0.00
N: -0.645 5.742 -5.610  0.00
C: -0.505 5.738 -4.288  0.00
C: -1.431 2.229 -3.424  0.00
C: -1.532 1.733 -2.235  0.00
C: -1.558 1.506 -0.844  0.00
C: -0.370 1.306 -0.096  0.03
C: -0.438 0.565 1.077  0.06
C: -1.638 -0.092 1.415  0.01
C: -2.849 0.426 0.906  0.00
C: -2.807 1.197 -0.242  0.01
Cu: -2.091 0.556 -3.532  0.00
P: 2.465 -0.522 0.622  0.54
H: -1.361 2.507 -6.177  0.00
H: -0.565 4.579 -2.446  0.00
H: -1.020 4.670 -7.346  0.00
H: -0.262 6.678 -3.787  0.00
H: -3.730 1.524 -0.728  0.00
H: 0.578 1.711 -0.465  0.00
H: -3.806 0.170 1.359  0.00
H: 0.450 0.446 1.702  0.03
C: 2.282 -2.076 1.599  0.06
C: 3.023 -3.317 1.107  0.02
H: 1.196 -2.268 1.620  0.00
H: 2.574 -1.832 2.634  0.00
H: 2.913 -4.117 1.850  0.00
H: 2.613 -3.693 0.162  0.00
H: 4.097 -3.144 0.977  0.00
C: 2.847 -1.079 -1.085  0.08
C: 3.123 0.082 -2.043  0.00
H: 1.980 -1.657 -1.450  0.00
H: 3.706 -1.765 -1.045  0.02
H: 3.303 -0.308 -3.054  0.00
H: 2.266 0.767 -2.100  0.00
H: 4.009 0.659 -1.743  0.00
C: 4.066 0.178 1.215  0.08
C: 5.325 -0.654 1.001  0.03
H: 3.922 0.395 2.286  0.00
H: 4.165 1.148 0.703  0.00
H: 6.199 -0.048 1.271  0.01
H: 5.351 -1.547 1.635  0.00
H: 5.460 -0.959 -0.043  0.00
Br: -1.622 -1.579 2.484  0.00
P: -2.228 -1.490 -3.303  0.00
C: -0.495 -1.867 -2.761  0.00
C: -0.252 -3.349 -2.482  0.00
H: -0.293 -1.259 -1.859  0.00
H: 0.177 -1.497 -3.554  0.00
H: 0.803 -3.510 -2.221  0.00
H: -0.873 -3.717 -1.655  0.00
H: -0.469 -3.944 -3.375  0.00
C: -3.153 -1.811 -1.769  0.00
C: -4.181 -2.933 -1.929  0.00
H: -3.634 -0.858 -1.515  0.00
H: -2.437 -2.021 -0.960  0.00
H: -4.642 -3.148 -0.955  0.00
H: -4.974 -2.638 -2.628  0.00
H: -3.711 -3.850 -2.304  0.00
C: -3.649 -1.029 -4.552  0.00
C: -3.223 -0.579 -5.952  0.00
H: -4.269 -0.269 -4.048  0.00
H: -4.251 -1.938 -4.636  0.00
H: -2.287 0.001 -5.962  0.00
H: -3.062 -1.447 -6.604  0.00
H: -4.010 0.049 -6.379  0.00
C: 2.938 0.591 5.253  0.00
N: 1.644 0.486 5.890  0.00
C: 1.585 0.892 7.290  0.00
C: 0.568 0.775 5.048  0.00
O: 0.738 1.156 3.887  0.00
N: -0.680 0.627 5.652  0.00
C: -0.926 -0.518 6.514  0.00
C: -1.825 1.119 4.923  0.00
H: 3.711 0.388 6.000  0.00
H: 3.092 1.592 4.819  0.00
H: 3.010 -0.144 4.440  0.00
H: 0.648 1.428 7.481  0.00
H: 1.636 0.020 7.956  0.00
H: 2.434 1.549 7.517  0.00
H: -1.379 -0.185 7.457  0.00
H: -1.617 -1.228 6.037  0.00
H: 0.021 -1.021 6.728  0.00
H: -1.566 2.058 4.424  0.00
H: -2.169 0.395 4.170  0.00
H: -2.633 1.300 5.640  0.00

The HOMO-LUMO gap (spin up / spin down) comes out at 6.85 / 4.24 eV. The calculation puts the highest occupied orbital energy (spin up / spin down) at -13.005 / -13.005 eV. Its net charge is +2. The value obtained for the LUMO energy (spin up / spin down) is -6.15 / -8.76 eV. The multiplicity is 2. Its expectation value of S² is 0.75.

***

Calculated F_max, 0.95; 6.35; 4.32 eV/Å (same order as the records).
Calculated relative energy (zero: lowest compared OMol25 entry of this formula, charge and spin), 3.898; 0.000; 0.768 eV (same order as the records).